Formula: C34H98O41P10
Source: the Open Molecules 2025 dataset
Level of theory: ωB97M-V/def2-TZVPD

XYZ file:
```
183
Properties=species:S:1:pos:R:3:forces:R:3
C 15.47465 22.08659 -1.34483 0.22 0.86 0.17
O 15.40998 20.87982 -2.14039 -0.01 -0.39 0.63
P 14.01623 20.19460 -2.45049 -2.80 0.29 1.73
O 13.04656 21.11992 -3.08961 0.92 -0.79 -0.16
O 13.42191 19.77922 -0.93620 1.86 -0.06 -1.84
C 12.07140 19.39472 -0.71038 -0.84 0.10 -1.30
O 14.28418 18.79774 -3.21963 -0.52 2.22 4.05
C 14.73243 18.73351 -4.49246 0.70 -1.47 -3.17
H 15.43965 22.97706 -1.97248 -0.24 -0.28 -0.31
H 16.41978 22.16743 -0.80789 0.17 -0.70 -0.29
H 14.72262 22.21089 -0.56568 -0.38 -0.67 -0.27
H 11.95402 18.38343 -0.32097 0.58 0.19 0.52
H 11.51671 19.34791 -1.64752 0.05 0.21 -0.27
H 11.55185 20.15467 -0.12673 0.29 -0.17 0.35
H 14.01583 18.09886 -5.01382 -0.11 0.22 -0.45
H 15.65373 18.15340 -4.54517 0.32 0.15 0.24
H 14.88392 19.64227 -5.07496 -0.24 0.37 0.42
C 14.42473 19.61555 -9.68468 -0.57 -0.78 -0.27
O 15.13755 20.85583 -9.68753 0.78 0.81 1.29
P 15.77213 21.54475 -8.32370 1.36 -0.04 -1.18
O 16.84373 22.59325 -8.55772 -2.36 -2.30 0.35
O 14.49463 21.99814 -7.53580 0.07 -0.66 -0.23
C 14.38490 22.85730 -6.40926 0.05 1.36 0.55
O 16.27118 20.19916 -7.52856 -1.07 2.62 -0.47
C 17.42234 19.57464 -8.03094 0.19 -2.68 0.66
H 14.35355 19.11348 -8.71982 -0.02 0.48 0.20
H 14.82458 18.85668 -10.35723 1.04 0.36 -0.09
H 13.43551 19.70939 -10.13272 -0.21 0.74 0.49
H 15.27152 23.45277 -6.19149 0.33 -0.46 -0.49
H 14.10826 22.35144 -5.48422 -0.11 -0.48 -0.28
H 13.63915 23.62185 -6.62701 -0.26 -0.30 -0.09
H 17.13573 18.52540 -7.95997 0.20 -0.42 -0.08
H 18.22301 19.63668 -7.29393 0.38 0.67 -0.52
H 17.67839 19.65329 -9.08752 0.06 1.06 0.17
C 21.81245 26.69824 -5.02859 0.50 -1.05 -0.88
O 22.55958 27.56144 -4.22822 2.73 1.99 1.75
P 24.01860 28.10997 -4.69969 0.41 -0.14 0.22
O 24.00343 29.12145 -5.75943 -0.21 -0.07 0.28
O 24.83476 28.65454 -3.38605 -0.85 0.55 -1.57
C 24.61637 28.17901 -2.10502 -0.87 -2.32 1.70
O 24.83823 26.78791 -5.13052 0.48 0.67 0.56
C 26.19780 26.87559 -5.66060 0.36 -1.29 -0.66
H 22.10435 26.97070 -6.04281 -0.86 -0.57 -0.46
H 20.74762 26.74149 -4.79978 0.16 0.43 -0.16
H 22.16426 25.69549 -4.78605 -0.21 -0.26 -0.40
H 25.39580 28.22805 -1.34464 0.82 1.02 -0.80
H 24.50743 27.09540 -2.15000 -0.39 -0.30 -0.06
H 23.72879 28.54749 -1.59070 -0.22 0.40 -0.50
H 26.92087 27.64585 -5.39238 -1.09 0.88 0.41
H 26.17237 26.77876 -6.74599 -0.37 0.44 0.00
H 26.76098 25.99025 -5.36550 -0.58 -0.38 0.40
C 17.95338 20.03867 -4.04040 -1.48 0.09 -0.35
O 19.13036 20.80560 -3.77347 0.52 0.44 0.14
P 20.56099 20.14615 -3.75632 1.88 1.05 -0.48
O 20.51632 18.77946 -3.25974 0.28 -0.85 -0.90
O 21.27297 20.49724 -5.20904 -1.43 -3.16 2.55
C 21.43350 21.76347 -5.77000 -0.29 0.21 -0.27
O 21.48256 21.03959 -2.77477 -2.82 0.60 -0.17
C 22.83221 20.71607 -2.57432 0.07 -0.61 -0.13
H 17.36033 20.65755 -4.71374 0.03 -0.03 -0.18
H 17.31114 19.88318 -3.17354 0.57 0.26 0.46
H 18.04501 19.04805 -4.48579 0.91 0.14 -0.08
H 20.72195 21.81819 -6.59388 0.11 0.47 -0.10
H 22.45501 21.73237 -6.14902 -0.07 0.77 -0.01
H 21.21474 22.52257 -5.01897 0.35 0.39 -0.27
H 23.00277 19.68557 -2.88587 0.42 0.13 -0.57
H 23.03623 20.66236 -1.50493 0.09 0.70 0.03
H 23.34757 21.49575 -3.13521 0.85 -0.48 0.35
C 15.99485 29.23649 1.09860 -1.13 0.34 -0.82
O 16.69807 28.01587 0.82668 2.72 0.00 -1.13
P 17.92191 28.08707 -0.30007 -0.86 1.82 -0.04
O 17.39001 28.41338 -1.66554 1.05 -1.45 1.84
O 18.79621 29.33765 0.27654 -1.00 -2.52 0.37
C 19.91387 29.91267 -0.38278 0.40 1.06 0.10
O 18.82994 26.73496 -0.14267 -2.40 1.61 -1.30
C 19.48947 26.41093 1.04063 1.81 1.07 1.30
H 16.24746 30.13169 0.53035 1.08 -0.23 -0.12
H 16.01241 29.50596 2.15462 -0.04 -0.45 -0.07
H 15.00077 29.06729 0.68474 -0.41 -0.16 0.78
H 19.66384 30.97182 -0.32109 0.37 0.05 -0.84
H 20.12321 29.55010 -1.38916 -0.53 0.19 -0.06
H 20.83442 29.81431 0.19255 -0.12 -0.48 0.34
H 19.25755 25.41589 1.42038 -0.11 0.24 -0.18
H 19.44754 27.19751 1.79404 -1.26 -0.14 0.42
H 20.55527 26.57591 0.88261 0.35 -1.04 -0.59
C 14.19713 28.39931 -2.76736 0.75 1.09 0.18
O 13.20404 27.44028 -2.48196 -0.89 -2.07 -1.04
P 12.70608 26.44618 -3.68341 -0.87 -1.26 0.87
O 13.67818 26.29460 -4.78722 -0.73 0.48 0.60
O 12.28486 25.02716 -2.99553 0.02 1.31 0.05
C 12.72037 24.63044 -1.66942 1.48 1.04 -0.44
O 11.20080 26.93762 -4.05726 1.76 -4.00 1.44
C 10.97316 28.16785 -4.53580 0.36 2.98 -0.59
H 14.75778 28.62682 -1.86071 -0.38 0.03 0.21
H 13.65919 29.27862 -3.12166 0.46 0.26 -0.12
H 14.99029 28.09529 -3.45041 -0.46 -0.33 -0.38
H 12.09195 24.95816 -0.84130 -0.58 -0.20 -0.44
H 13.64976 25.18416 -1.53619 0.28 -0.24 0.47
H 12.97168 23.57016 -1.64237 -0.56 0.04 -0.30
H 10.82212 28.83513 -3.68726 -0.45 0.37 -0.08
H 10.12176 28.17652 -5.21636 0.10 0.03 0.06
H 11.87965 28.52815 -5.02219 -0.15 0.38 -0.63
C 19.66551 24.81520 -8.46824 0.10 1.66 1.58
O 20.22328 25.23979 -9.70594 1.46 1.03 -1.73
P 21.61608 26.11007 -9.69079 -2.72 -0.64 -0.31
O 22.57149 25.49355 -8.78818 0.89 0.48 1.11
O 22.18101 26.13344 -11.20018 -1.59 -0.04 2.01
C 23.56024 26.40222 -11.27134 1.62 0.75 -2.47
O 21.06526 27.63047 -9.37834 0.25 -2.27 -0.65
C 21.94561 28.56783 -8.82225 1.05 0.82 0.80
H 18.88797 24.05144 -8.48317 0.57 -0.39 -0.86
H 19.15514 25.67642 -8.03707 -0.28 0.26 0.02
H 20.47551 24.65503 -7.75667 -0.04 -0.78 -0.03
H 24.25161 26.41311 -10.42874 -0.89 -0.65 0.56
H 23.69991 27.37862 -11.73526 -0.27 0.35 0.08
H 23.92083 25.73832 -12.05703 0.33 -0.31 0.35
H 22.18562 29.38329 -9.50455 -0.23 -0.09 -0.28
H 22.89237 28.13357 -8.50106 0.03 -0.21 -0.02
H 21.51236 29.00331 -7.92182 -0.23 -0.05 -0.02
C 17.08020 33.29022 -5.29138 -1.06 0.73 -0.31
O 17.97262 32.94160 -4.30369 4.13 -2.23 2.07
P 19.20731 31.82892 -4.44719 -2.24 -0.98 0.77
O 19.96608 31.39768 -3.24537 -1.01 1.36 -0.76
O 18.51163 30.55323 -5.13214 0.23 1.67 -0.81
C 17.73221 29.65601 -4.38899 0.85 -1.37 0.21
O 20.00105 32.35177 -5.66548 -0.52 0.33 -0.66
C 21.05893 31.57925 -6.20146 1.98 0.40 -0.44
H 17.22587 32.73551 -6.21830 -0.28 0.06 0.01
H 17.15896 34.36935 -5.42321 0.17 0.01 -0.53
H 16.11303 33.15486 -4.80727 -0.40 -0.35 -0.69
H 18.34210 28.75301 -4.36233 -0.08 -0.31 0.47
H 16.86778 29.35224 -4.97941 -0.43 0.59 0.36
H 17.61471 29.99003 -3.35810 -0.63 -0.12 -0.22
H 21.88987 32.26515 -6.03656 0.54 -0.62 -0.28
H 20.99668 31.36959 -7.26929 -0.72 0.54 -0.09
H 21.29604 30.60145 -5.78218 -0.47 0.20 0.80
C 18.61795 29.43323 -8.67190 0.83 0.95 1.75
O 17.46950 29.52127 -9.46549 -0.89 -1.01 -1.02
P 16.21623 28.58902 -9.25700 -0.53 -0.58 0.95
O 15.19771 28.65420 -10.31166 0.38 0.13 0.65
O 16.83373 27.09296 -9.05876 0.29 1.95 -0.09
C 16.00637 25.95727 -9.10262 -0.90 -1.07 0.40
O 15.71643 29.08393 -7.74867 1.85 0.31 -3.11
C 14.82440 28.32931 -7.02540 -1.03 -1.08 1.26
H 19.06031 28.45861 -8.46564 -0.53 -0.26 -0.59
H 18.33987 29.86976 -7.71263 0.28 0.03 0.30
H 19.39065 30.07432 -9.09621 -0.15 -0.09 -0.28
H 14.96262 26.20476 -9.29605 0.02 0.13 -0.06
H 16.07106 25.45329 -8.13829 -0.06 0.04 0.12
H 16.30070 25.20307 -9.83245 0.42 0.43 -0.25
H 15.37159 27.66416 -6.35738 -0.10 0.09 0.39
H 14.15460 27.66567 -7.57227 0.01 0.20 -0.54
H 14.19081 29.02839 -6.47958 0.04 -0.17 0.29
C 20.90118 18.20991 0.60962 1.78 -0.29 1.62
O 19.61188 17.87288 0.30463 -3.95 1.28 -0.58
P 18.41810 18.87939 0.83832 2.44 -0.57 2.28
O 17.14459 18.75497 0.16182 -0.31 -0.11 -0.42
O 18.43134 18.48075 2.47562 0.74 2.33 -1.90
C 18.13187 17.17701 2.87118 -1.40 -1.21 -0.58
O 19.10841 20.34689 0.90453 -1.19 -1.23 1.01
C 19.09869 21.30383 -0.15711 0.91 -1.15 -1.08
H 21.41432 18.71267 -0.21015 0.10 -0.34 -0.07
H 21.31573 17.26449 0.95953 0.88 0.01 -0.67
H 20.97294 18.81334 1.51451 -0.08 0.46 -0.07
H 17.58232 16.73274 2.04128 0.03 -0.65 0.11
H 17.43623 17.16206 3.71020 0.04 0.46 0.10
H 18.95813 16.52696 3.15903 0.49 0.44 -0.30
H 18.65649 22.27289 0.07417 0.00 -0.30 0.45
H 18.65138 20.86637 -1.04966 -0.44 0.18 0.01
H 20.15488 21.36475 -0.41949 -0.03 0.74 -0.06
C 17.04758 25.30671 -3.20625 -1.92 0.76 -1.39
C 16.62291 24.10430 -4.04709 1.35 -0.68 -0.36
C 17.58210 24.21541 -5.33184 -1.69 0.37 2.80
O 18.67444 24.98707 -4.83320 0.30 -0.52 -1.38
C 18.48953 25.33017 -3.49341 0.71 0.67 0.82
H 16.77794 25.37848 -2.15256 0.05 -0.45 -0.02
H 16.60717 26.17454 -3.69717 -0.23 0.34 0.15
H 15.57597 23.96700 -4.31753 0.10 0.25 0.38
H 17.02734 23.22878 -3.53916 -0.49 -0.44 0.18
H 16.98676 24.76924 -6.05776 0.66 -0.18 -0.69
H 17.87223 23.19006 -5.56113 0.17 0.29 -0.76
H 18.89483 26.33750 -3.39790 0.30 -0.12 0.51
H 18.92191 24.61581 -2.79282 0.88 -0.10 -0.07
```
Positions in Å, forces in eV/Å.

As for the SMILES: COP(=O)(OC)OC.COP(=O)(OC)OC.COP(=O)(OC)OC.COP(=O)(OC)OC.COP(=O)(OC)OC.COP(=O)(OC)OC.COP(=O)(OC)OC.COP(=O)(OC)OC.COP(=O)(OC)OC.COP(=O)(OC)OC.C1CCOC1. The value obtained for the total energy is -213699.4699 eV.

Here are the Löwdin charges for atoms 1 to 99, given in e: C -0.07; O -0.22; P 0.49; O -0.25; O -0.24; C -0.12; O -0.18; C -0.16; H 0.06; H 0.07; H 0.09; H 0.09; H 0.08; H 0.09; H 0.10; H 0.09; H 0.08; C -0.11; O -0.22; P 0.50; O -0.26; O -0.19; C -0.06; O -0.26; C -0.13; H 0.08; H 0.08; H 0.09; H 0.05; H 0.08; H 0.10; H 0.09; H 0.08; H 0.10; C -0.09; O -0.23; P 0.46; O -0.23; O -0.20; C -0.15; O -0.22; C -0.08; H 0.08; H 0.08; H 0.09; H 0.09; H 0.08; H 0.08; H 0.09; H 0.09; H 0.08; C -0.09; O -0.21; P 0.42; O -0.21; O -0.24; C -0.11; O -0.26; C -0.11; H 0.08; H 0.07; H 0.09; H 0.09; H 0.10; H 0.09; H 0.09; H 0.09; H 0.10; C -0.12; O -0.23; P 0.54; O -0.25; O -0.25; C -0.10; O -0.22; C -0.13; H 0.09; H 0.09; H 0.08; H 0.09; H 0.08; H 0.08; H 0.10; H 0.09; H 0.09; C -0.11; O -0.22; P 0.50; O -0.23; O -0.21; C -0.07; O -0.21; C -0.17; H 0.07; H 0.09; H 0.07; H 0.09; H 0.07; H 0.07